Record 1
Below is a molecular structure, C8H3F18N4O12S6Zn in a non-equilibrium geometry, with properties calculated with ωB97M-V/def2-TZVPD.

Computed properties:
Electronic energy (eV): -201215.89567
E_HOMO (Eh): -0.287
Energy relative to the best compared isomer or geometry (same formula, charge and spin) (kcal per mole): 111.6
Gap between HOMO and LUMO (eV): 9.583

The geometry in ORCA input format:
```
! RIJCOSX wB97M-V def2-TZVPD def2/J DEFGRID3
* xyz -1 1
Zn -0.26560 -0.03622 -0.11893
C 0.91769 -2.22331 -3.60312
F 1.63205 -2.92817 -2.68596
F 1.62442 -1.03569 -3.84188
F 0.71528 -2.92902 -4.73340
S -0.83309 -1.72346 -2.82134
O -1.74224 -1.86344 -3.99564
O -1.12170 -2.67856 -1.73247
N -0.59562 -0.17873 -2.01006
S -1.07605 0.75418 -3.28755
O -0.55364 0.43432 -4.62486
O -2.52331 0.96332 -3.24219
C -0.11996 2.45764 -3.00910
F -0.61477 2.99578 -1.87158
F 1.17191 2.24638 -3.01662
F -0.48176 3.22773 -4.12618
C 2.97335 -0.12346 2.66239
F 4.09033 -0.56074 3.31217
F 1.91612 -0.15772 3.54735
F 3.21533 1.06507 2.12997
S 2.60123 -1.40097 1.22799
O 3.31613 -0.90970 0.03812
O 2.98617 -2.76726 1.57372
N 0.85016 -1.14880 0.94124
S 0.08237 -2.27868 1.75678
O 0.35668 -2.45442 3.18558
O -1.36608 -2.07608 1.47538
C 0.47369 -3.98739 0.84535
F 1.18256 -3.74751 -0.24029
F 1.12151 -4.76594 1.72339
F -0.67853 -4.58204 0.51722
C -0.81567 2.14340 3.06351
F -1.30162 2.72336 4.12406
F 0.35010 2.71841 2.78708
F -0.65173 0.87930 3.21710
S -2.00980 2.33732 1.57360
O -3.27014 2.49940 2.22036
O -1.65898 3.49927 0.75819
N -1.76101 0.85495 0.65160
S -3.27181 0.46504 0.13733
O -4.18342 1.54927 -0.32658
O -3.24780 -0.68621 -0.75065
C -4.09604 -0.28685 1.82509
F -4.34198 -1.51414 1.54345
F -3.22848 -0.27609 2.80789
F -5.19450 0.35829 2.10371
C 3.71611 2.72208 -0.38251
C 2.37189 2.18605 -0.15679
N 1.31927 1.67697 0.07500
H 4.46030 1.98681 -0.68853
H 4.02801 3.10135 0.59061
H 3.53286 3.47482 -1.14925
*
```

---

Record 2
Below is a single C6H9N molecule in a non-equilibrium geometry, with properties calculated with ωB97M-V/def2-TZVPD.

Computed properties:
Electronic energy (eV): -7856.86137
E_HOMO (Eh): -0.299
Energy relative to the best compared isomer or geometry (same formula, charge and spin) (kcal per mole): 29.9
Gap between HOMO and LUMO (eV): 9.211
SMILES: CCc1cc[nH]c1

The geometry in ORCA input format:
```
! RIJCOSX wB97M-V def2-TZVPD def2/J DEFGRID3
* xyz 0 1
C -2.32212 -0.68118 -0.20960
C -1.19274 0.29185 -0.57920
C 0.18530 0.27029 -0.00290
C 1.23493 -0.31092 -0.84503
C 2.37090 -0.23294 -0.09255
N 2.05972 0.37852 1.16717
C 0.72905 0.67289 1.20488
H -3.06389 -0.87702 -1.00737
H -1.77601 -1.57991 0.03827
H -2.76992 -0.20611 0.66110
H -1.27766 0.23639 -1.64841
H -1.49130 1.30632 -0.39995
H 1.04684 -0.91004 -1.72374
H 3.34573 -0.42691 -0.37184
H 2.68869 0.76809 1.79782
H 0.23248 1.30067 2.01136
*
```

---

Record 3
Below is a molecular structure, C15H30F5Hf2O9P2 in a non-equilibrium geometry, with properties calculated with ωB97M-V/def2-TZVPD.

Computed properties:
Electronic energy (eV): -69195.80381
E_HOMO (Eh): -0.835
Energy relative to the best compared isomer or geometry (same formula, charge and spin) (kcal per mole): 46.8
Gap between HOMO and LUMO (eV): 3.551

The geometry in ORCA input format:
```
! RIJCOSX wB97M-V def2-TZVPD def2/J DEFGRID3
* xyz 5 1
Hf 3.89821 -0.68360 0.90319
Hf -1.26294 2.63036 -0.37179
F -0.24418 2.55829 -2.34368
O -0.25794 0.61909 -0.37128
P 0.35816 -0.74748 -0.38267
O 1.81723 -0.95716 0.03642
F 0.03661 -1.37679 -1.78044
F -0.34597 -1.68493 0.62288
O 2.91413 1.34606 0.80212
P 2.38500 2.78004 0.69562
O 0.95230 2.90801 0.27318
F 3.33916 3.47011 -0.31481
F 2.63956 3.51436 2.01408
C 2.45005 -0.19924 -3.85912
C 2.97818 1.00604 -3.08222
O 3.17869 0.96083 -1.87609
C 3.29811 2.24724 -3.84620
H 1.41857 -0.45342 -3.64191
H 3.05159 -1.10574 -3.75830
H 2.54550 0.01088 -4.92465
H 4.37620 2.40321 -3.95784
H 3.03207 3.10687 -3.22670
H 2.81706 2.25645 -4.82048
C -0.39512 0.03609 4.28125
C -0.10970 1.29680 3.53589
O -0.23458 1.38607 2.30375
C 0.43081 2.39329 4.40494
H 0.09989 -0.00588 5.24680
H -0.12910 -0.84650 3.69434
H -1.48042 -0.03326 4.39170
H -0.33905 2.87233 5.01099
H 0.94996 3.13020 3.78994
H 1.23258 2.01027 5.03783
C -3.81773 -0.31551 2.36233
C -3.71096 0.40947 1.10596
O -2.77382 1.21584 0.86585
C -4.84025 0.31450 0.09662
H -4.62669 0.17403 2.91728
H -2.96790 -0.32185 3.04174
H -4.05213 -1.36187 2.15426
H -4.69174 -0.40830 -0.69947
H -5.03965 1.32566 -0.25803
H -5.76353 0.17359 0.66419
C 4.30941 -5.18485 1.37720
C 3.22223 -4.15479 1.41737
O 3.41632 -2.97806 1.01609
C 1.93849 -4.43624 2.15543
H 5.20587 -4.75474 0.93295
H 3.97206 -5.97274 0.69312
H 4.47471 -5.61823 2.36461
H 1.95868 -5.39083 2.67980
H 1.11317 -4.58404 1.45194
H 1.78175 -3.57515 2.80342
C -2.65689 -0.01204 -3.89204
C -3.10967 0.96626 -2.86613
O -2.53916 1.05371 -1.75535
C -4.41512 1.65975 -3.10906
H -2.14533 0.54948 -4.68127
H -3.49655 -0.54596 -4.33266
H -1.88599 -0.64712 -3.45912
H -4.41139 2.27709 -4.01139
H -4.63549 2.37179 -2.31422
H -5.21330 0.92223 -3.20816
*
```

---

Record 4
Below is a single C5H5NO molecule, with properties calculated with ωB97M-V/def2-TZVPD.

Computed properties:
Electronic energy (eV): -8798.72070
E_HOMO (Eh): -0.303
Energy relative to the best compared isomer or geometry (same formula, charge and spin) (kcal per mole): 108.3
Gap between HOMO and LUMO (eV): 8.839
SMILES: C#C/C([O-])=C1\C[NH2+]1

The geometry in ORCA input format:
```
! RIJCOSX wB97M-V def2-TZVPD def2/J DEFGRID3
* xyz 0 1
C -0.72942 -2.45981 1.67365
C -0.11037 -1.51269 1.25921
C 0.61391 -0.33951 0.76695
O 1.24157 0.39214 1.53942
C 0.55872 -0.14234 -0.65723
C -0.49867 0.69811 -1.23576
N 0.83072 1.29963 -0.94794
H -1.27102 -3.30054 2.04944
H -1.29103 1.14653 -0.63222
H -0.74198 0.63425 -2.29685
H 1.45832 1.52899 -1.71023
H 0.93005 1.88672 -0.11598
*
```

---

Record 5
Below is 7 unconnected molecules or ions with the total composition C27H62ClN9O14P3 in a non-equilibrium geometry, with properties calculated with ωB97M-V/def2-TZVPD.

Computed properties:
Electronic energy (eV): -111463.65776
E_HOMO (Eh): -0.396
Energy relative to the best compared isomer or geometry (same formula, charge and spin) (kcal per mole): 16.8
Gap between HOMO and LUMO (eV): 8.275

The geometry in ORCA input format:
```
! RIJCOSX wB97M-V def2-TZVPD def2/J DEFGRID3
* xyz 1 1
C 0.64134 7.40863 -0.33700
C 0.09325 7.07115 -1.69288
O 0.14012 7.83241 -2.61992
O -0.49653 5.80551 -1.88554
C -1.18198 5.31672 -0.80189
O -2.25541 5.78776 -0.49937
C -0.53868 4.16809 -0.05395
C -1.04673 2.76763 -0.50692
P 0.14166 2.24282 -1.88683
N -0.05111 3.07240 -3.21461
N -2.46460 2.78427 -0.95020
P -3.09193 1.34856 -1.93815
O -3.69531 0.32846 -1.06386
C -3.34911 3.02351 0.25930
P -5.12168 3.17713 -0.19038
O -5.27108 3.67972 -1.55247
O -5.88653 1.85138 0.14834
O -5.68652 4.26083 0.84266
C -3.06562 2.09636 1.41545
O -1.69681 2.02682 1.77341
C -0.80181 1.80689 0.72643
Cl 0.79187 2.18482 1.48859
C -0.68958 0.29497 0.37021
N -0.81721 -0.58384 1.50564
H 0.74100 6.56452 0.33645
H 1.62716 7.82244 -0.49049
H 0.02089 8.16452 0.12467
H 0.51845 4.23457 -0.24784
H -0.74961 4.33366 0.99202
H -0.00346 0.87143 -2.17018
H 1.42647 2.48110 -1.36357
H -0.79765 3.75042 -3.12286
H -2.68835 3.58371 -1.55988
H -2.07090 0.77068 -2.71744
H -4.08913 1.85130 -2.84072
H -3.08200 4.02606 0.58111
H -6.77435 1.93274 -0.22445
H -4.99652 4.63635 1.39332
H -3.57554 2.52231 2.27174
H -3.46735 1.09625 1.28478
H -1.37433 -0.05276 -0.39687
H 0.31144 0.13391 -0.00710
H -1.77613 -0.63370 1.81488
H -0.23917 -0.27186 2.27285
C 1.99912 -0.67621 -1.94943
O 0.94395 -1.29796 -1.97461
N 3.21429 -1.19931 -1.87068
C 4.41848 -0.38125 -1.83847
C 3.34657 -2.64780 -1.80774
H 2.00945 0.42701 -1.99185
H 5.05794 -0.63571 -2.68560
H 4.94289 -0.58713 -0.89586
H 4.16003 0.67637 -1.89661
H 2.90638 -3.09686 -2.69851
H 2.81881 -3.02979 -0.93455
H 4.39633 -2.91254 -1.74085
C 5.70804 -1.43586 1.73048
O 5.46211 -1.64917 0.55016
N 4.78074 -1.34577 2.68601
C 5.11343 -1.08968 4.07588
C 3.38019 -1.51049 2.32516
H 6.73551 -1.29444 2.10047
H 4.75544 -1.91501 4.68746
H 4.62979 -0.16853 4.39967
H 6.19073 -0.98997 4.20264
H 3.22328 -2.49348 1.88072
H 3.09433 -0.75464 1.59013
H 2.76262 -1.41001 3.21451
C 2.43707 -1.20039 7.36207
O 2.42862 -1.25163 6.14298
N 3.53673 -1.01690 8.10685
C 3.49564 -0.95987 9.55656
C 4.80922 -0.87084 7.42055
H 1.51725 -1.30177 7.96047
H 3.87196 0.00431 9.90184
H 4.11420 -1.75369 9.97788
H 2.47429 -1.08561 9.90777
H 4.75801 -0.01364 6.74969
H 5.00115 -1.76408 6.82905
H 5.61204 -0.72760 8.13751
C -5.91905 1.30389 -4.43853
O -4.69482 1.21578 -4.26131
N -6.69307 0.29438 -4.78825
C -8.12542 0.45117 -4.98959
C -6.09537 -1.02174 -4.98307
H -6.45389 2.25484 -4.31566
H -8.66106 -0.20204 -4.29994
H -8.37761 0.17651 -6.01306
H -8.42426 1.48138 -4.80880
H -5.61318 -1.34543 -4.05984
H -5.34073 -0.96426 -5.76611
H -6.85990 -1.73414 -5.27062
C 8.89304 -3.00020 5.69764
O 9.05314 -1.84275 6.03256
N 9.32193 -3.53551 4.54180
C 9.09042 -4.92658 4.20136
C 10.04286 -2.68633 3.60708
H 8.35950 -3.72428 6.33767
H 10.04299 -5.43903 4.05723
H 8.50890 -4.99372 3.27980
H 8.54266 -5.42149 4.99990
H 10.94024 -2.28927 4.08110
H 9.41658 -1.84476 3.30846
H 10.32029 -3.26200 2.72854
C -8.66560 -3.19043 -7.08694
O -8.27696 -2.06119 -7.33506
N -8.00123 -4.31037 -7.40170
C -8.51550 -5.62962 -7.08149
C -6.72371 -4.19448 -8.08898
H -9.62130 -3.38274 -6.57177
H -7.81462 -6.15435 -6.43025
H -8.65097 -6.20801 -7.99645
H -9.47322 -5.54575 -6.57349
H -6.02459 -3.61961 -7.48127
H -6.85803 -3.67419 -9.03698
H -6.31606 -5.18433 -8.27221
*
```

---

Record 6
Below is a molecular structure, C6H21Ba4O7 in a non-equilibrium geometry, with properties calculated with ωB97M-V/def2-TZVPD.

Computed properties:
Electronic energy (eV): -23629.19871
E_HOMO (alpha / beta) (Eh): -0.658 / -0.658
Gap between HOMO and LUMO (alpha / beta) (eV): 4.323 / 3.734

The geometry in ORCA input format:
```
! RIJCOSX wB97M-V def2-TZVPD def2/J DEFGRID3
* xyz 4 2
Ba -3.55167 -1.24789 1.55947
Ba -1.70391 1.78651 3.72961
Ba -0.65088 -2.05341 4.40563
Ba -3.00265 3.06948 0.05909
O -0.96476 3.49295 1.80110
H -0.07791 3.73324 2.13321
O -0.34626 -0.34521 2.27266
C 0.04618 -0.29275 0.92803
C -0.79161 0.45357 -0.17482
O -2.22960 0.41810 -0.32541
H 0.20135 -1.33430 0.64659
H 1.10353 -0.04161 0.84399
H -0.36884 0.28971 -1.16603
H -0.61524 1.51859 -0.02408
C -3.24240 -0.94542 -4.07450
O -3.78738 -0.34527 -2.94020
H -4.01627 -1.36296 -4.71861
H -2.57032 -0.28965 -4.62802
H -2.64356 -1.75334 -3.65407
H -3.13133 -0.19217 -2.25627
C 3.38181 -1.52795 3.94569
O 2.02808 -1.27019 3.71399
H 3.83039 -1.83297 3.00025
H 3.86166 -0.71448 4.48984
H 3.48027 -2.37198 4.62835
H 1.99840 -0.76499 2.89822
C 1.68233 -3.18367 -1.63234
O 2.52248 -3.18564 -2.73700
H 0.68933 -3.52208 -1.92817
H 2.01472 -3.86365 -0.84797
H 1.51913 -2.20595 -1.17899
H 2.04371 -2.68757 -3.40354
C 0.74444 3.68548 -1.12509
O -0.49885 4.01588 -0.64449
H 1.21712 4.61490 -1.44268
H 1.48741 3.30710 -0.42301
H 0.74192 3.07781 -2.02998
H -0.40081 3.87175 0.29955
*
```